Record 1
Computed, not measured: 10 unconnected molecules or ions with the total composition C37H77N2O22P3S5, with ωB97M-V with the def2-TZVPD basis set.

Output
LUMO energy (eV): -0.10
F_max (eV/Å): 3.74
HOMO (eV): -8.073
SMILES: COP(=O)(OC)OC.COP(=O)(OC)OC.COP(=O)(OC)OC.O=S1(=O)CCCC1.O=S1(=O)CCCC1.O=S1(=O)CCCC1.O=S1(=O)CCCC1.O=S1(=O)CCCC1.c1cc[nH]c1.c1cc[nH]c1
Energy above the lowest of the compared OMol25 structures with the same formula, charge and spin (eV): 2.1472

Each line ends with the Löwdin charge.
Positions of all 146 atoms, in Å:
C  -0.26  7.00  8.93  -0.20
C  -0.53  5.54  8.58  -0.22
C  -1.01  5.49  7.07  -0.19
S  -1.95  7.06  6.81  0.72
O  -3.41  6.82  6.94  -0.36
O  -1.38  7.87  5.72  -0.35
C  -1.52  7.80  8.40  -0.22
H  0.60  7.25  8.32  0.11
H  -0.04  7.17  9.98  0.11
H  -1.20  5.02  9.25  0.11
H  0.42  5.00  8.62  0.11
H  -1.54  4.65  6.60  0.10
H  -0.14  5.64  6.44  0.09
H  -2.37  7.60  9.04  0.10
H  -1.62  8.87  8.25  0.10
C  3.36  -2.27  -8.92  -0.22
C  2.22  -3.28  -8.68  -0.20
C  2.51  -3.94  -7.30  -0.21
S  3.22  -2.56  -6.25  0.71
O  4.55  -2.82  -5.66  -0.35
O  2.12  -2.21  -5.37  -0.36
C  3.34  -1.37  -7.67  -0.21
H  3.26  -1.74  -9.86  0.11
H  4.36  -2.69  -9.02  0.12
H  2.19  -4.12  -9.37  0.11
H  1.22  -2.84  -8.63  0.11
H  3.35  -4.63  -7.35  0.09
H  1.73  -4.43  -6.73  0.10
H  4.11  -0.61  -7.54  0.11
H  2.39  -0.85  -7.67  0.10
C  4.50  -3.67  2.74  -0.22
C  5.35  -2.47  2.40  -0.20
C  6.29  -2.28  3.65  -0.21
S  5.41  -2.84  5.13  0.71
O  5.05  -1.62  5.92  -0.36
O  6.14  -3.95  5.78  -0.35
C  4.03  -3.50  4.22  -0.23
H  5.04  -4.62  2.65  0.12
H  3.68  -3.75  2.04  0.11
H  4.73  -1.59  2.23  0.11
H  5.91  -2.56  1.47  0.11
H  6.66  -1.26  3.80  0.10
H  7.20  -2.87  3.58  0.10
H  3.31  -2.68  4.25  0.10
H  3.66  -4.36  4.77  0.11
C  3.08  -7.55  -2.21  -0.24
C  1.69  -8.16  -2.24  -0.21
C  1.82  -9.67  -2.51  -0.20
S  3.55  -10.14  -1.89  0.73
O  4.29  -10.55  -3.11  -0.36
O  3.48  -10.99  -0.72  -0.35
C  4.01  -8.44  -1.39  -0.23
H  3.13  -6.50  -1.94  0.12
H  3.59  -7.59  -3.17  0.11
H  1.06  -7.82  -3.06  0.11
H  1.16  -8.03  -1.29  0.12
H  1.73  -9.90  -3.57  0.09
H  1.14  -10.36  -2.01  0.09
H  5.10  -8.32  -1.44  0.11
H  3.72  -8.35  -0.35  0.10
C  -2.55  0.80  -4.84  -0.22
C  -3.16  -0.59  -4.95  -0.25
C  -4.67  -0.52  -4.62  -0.19
S  -4.77  0.68  -3.18  0.74
O  -4.39  -0.07  -1.93  -0.39
O  -6.04  1.38  -3.16  -0.35
C  -3.23  1.68  -3.71  -0.16
H  -2.76  1.18  -5.84  0.11
H  -1.48  0.69  -4.73  0.11
H  -2.53  -1.21  -4.31  0.11
H  -3.06  -0.87  -5.99  0.11
H  -5.21  -1.45  -4.46  0.10
H  -5.13  0.01  -5.45  0.10
H  -2.68  1.80  -2.78  0.09
H  -3.60  2.62  -4.10  0.09
C  -2.19  -1.78  5.23  -0.16
O  -2.71  -2.50  6.31  -0.20
P  -1.63  -3.37  7.19  0.46
O  -2.22  -3.88  8.44  -0.23
O  -1.12  -4.48  6.14  -0.22
C  -1.42  -5.82  6.26  -0.12
O  -0.35  -2.39  7.30  -0.22
C  -0.40  -1.20  8.07  -0.11
H  -2.06  -0.70  5.37  0.08
H  -2.82  -1.76  4.34  0.09
H  -1.25  -2.14  4.81  0.08
H  -0.49  -6.24  6.63  0.09
H  -1.45  -6.17  5.23  0.09
H  -2.29  -6.09  6.85  0.10
H  0.54  -1.04  8.59  0.09
H  -1.22  -1.17  8.79  0.09
H  -0.55  -0.32  7.44  0.08
C  -5.15  11.25  -3.44  -0.16
O  -4.32  10.18  -3.44  -0.23
P  -4.79  8.79  -2.76  0.46
O  -3.85  7.63  -2.80  -0.24
O  -4.91  9.29  -1.25  -0.23
C  -3.76  9.73  -0.55  -0.10
O  -6.27  8.56  -3.41  -0.23
C  -6.40  7.99  -4.71  -0.10
H  -5.04  11.57  -4.48  0.10
H  -4.81  12.14  -2.91  0.09
H  -6.16  11.08  -3.06  0.10
H  -3.06  10.17  -1.26  0.09
H  -3.25  8.88  -0.09  0.09
H  -3.99  10.44  0.24  0.09
H  -5.53  8.03  -5.37  0.09
H  -7.18  8.53  -5.25  0.09
H  -6.71  6.95  -4.56  0.09
C  2.75  2.40  3.65  -0.10
O  1.52  2.46  2.92  -0.24
P  1.56  2.03  1.34  0.42
O  2.86  2.11  0.63  -0.24
O  0.91  0.56  1.49  -0.22
C  0.52  -0.13  0.28  -0.09
O  0.34  2.90  0.81  -0.20
C  0.46  4.28  0.92  -0.13
H  3.01  3.46  3.72  0.09
H  3.50  1.88  3.06  0.08
H  2.61  1.93  4.62  0.09
H  -0.50  -0.51  0.32  0.09
H  1.18  -0.98  0.07  0.08
H  0.66  0.45  -0.63  0.08
H  1.35  4.82  1.25  0.10
H  -0.26  4.50  1.71  0.09
H  0.11  4.77  0.01  0.09
N  3.23  3.17  -3.99  -0.01
C  4.53  3.11  -4.53  -0.09
C  4.42  3.64  -5.84  -0.14
C  3.12  3.97  -6.04  -0.15
C  2.35  3.67  -4.89  -0.12
H  3.03  2.96  -3.02  0.14
H  5.31  2.77  -3.86  0.10
H  5.20  3.89  -6.54  0.09
H  2.76  4.32  -6.99  0.09
H  1.29  3.74  -4.68  0.10
N  -4.50  -8.04  0.35  0.02
C  -4.55  -6.70  0.81  -0.13
C  -4.06  -5.84  -0.16  -0.12
C  -3.71  -6.61  -1.32  -0.11
C  -4.01  -7.92  -0.95  -0.16
H  -4.70  -8.88  0.86  0.14
H  -4.80  -6.61  1.86  0.10
H  -3.95  -4.77  -0.04  0.09
H  -3.21  -6.30  -2.22  0.09
H  -3.79  -8.82  -1.50  0.09

***

Record 2
Computed, not measured: a molecular structure, C22H35CdFN6O6S3, with ωB97M-V with the def2-TZVPD basis set.

Output
LUMO energy (eV): 0.30
F_max (eV/Å): 2.05
HOMO (eV): -7.551

Each line ends with the Löwdin charge.
Positions of all 74 atoms, in Å:
Cd  0.16  0.63  0.46  1.38
C  0.12  -2.36  4.89  -0.53
C  0.24  -3.30  3.71  -0.51
S  0.48  -2.40  2.12  0.86
C  -1.07  -2.76  1.24  -0.57
C  -2.30  -2.05  1.77  -0.51
S  -2.27  -0.24  1.48  0.82
C  -2.21  0.49  3.15  -0.52
C  -1.09  0.07  4.08  -0.52
S  -1.48  -1.48  4.99  0.87
H  0.90  -1.61  4.86  0.08
H  0.19  -2.92  5.82  0.07
H  -0.63  -3.96  3.61  0.08
H  1.13  -3.92  3.84  0.07
H  -1.24  -3.84  1.28  0.08
H  -0.86  -2.44  0.22  0.02
H  -2.44  -2.20  2.84  0.02
H  -3.18  -2.42  1.23  0.07
H  -3.18  0.31  3.62  0.07
H  -2.11  1.56  2.93  0.06
H  -0.97  0.84  4.85  0.08
H  -0.15  -0.07  3.56  0.01
C  0.99  2.74  -3.38  0.00
C  0.92  1.95  -2.12  -0.32
N  -0.12  1.95  -1.36  -0.09
O  -1.22  2.73  -1.77  -0.05
C  2.06  1.19  -1.69  -0.34
C  3.36  1.24  -2.46  -0.03
N  1.97  0.49  -0.59  -0.25
O  2.97  -0.13  -0.10  -0.17
H  0.00  3.00  -3.73  0.08
H  1.53  2.20  -4.16  0.08
H  1.53  3.66  -3.17  0.10
H  -1.71  2.89  -0.95  0.09
H  3.68  2.26  -2.61  0.08
H  3.26  0.75  -3.43  0.08
H  4.09  0.70  -1.87  0.07
C  -2.64  -2.37  -1.88  -0.17
C  -3.04  -2.99  -3.25  -0.16
N  -2.26  -2.34  -4.30  -0.17
C  -2.53  -0.91  -4.26  -0.15
C  -2.06  -0.31  -2.91  -0.16
N  -1.57  -1.39  -2.04  -0.17
C  -0.42  -2.02  -2.69  -0.15
C  -0.85  -2.59  -4.07  -0.15
H  -2.29  -3.16  -1.21  0.10
H  -3.49  -1.86  -1.43  0.12
H  -4.10  -2.84  -3.46  0.11
H  -2.83  -4.06  -3.29  0.12
H  -3.61  -0.77  -4.41  0.12
H  -2.01  -0.44  -5.10  0.12
H  -2.87  0.20  -2.39  0.12
H  -1.25  0.39  -3.06  0.09
H  -0.04  -2.80  -2.04  0.11
H  0.36  -1.25  -2.80  0.11
H  -0.68  -3.67  -4.11  0.12
H  -0.29  -2.12  -4.88  0.12
F  5.70  1.58  4.27  0.08
C  4.98  2.14  3.28  -0.17
C  3.72  2.56  3.52  0.04
N  2.97  3.16  2.56  -0.01
C  1.59  3.52  2.79  -0.03
C  0.69  2.40  2.19  -0.71
O  -0.34  2.71  1.58  -0.07
O  1.11  1.23  2.34  -0.13
C  3.40  3.20  1.24  -0.47
O  2.68  3.57  0.33  0.10
N  4.71  2.84  1.06  0.23
C  5.61  2.28  1.97  -0.40
O  6.74  2.00  1.65  0.11
H  3.27  2.43  4.49  0.15
H  1.37  4.46  2.28  0.13
H  1.42  3.62  3.86  0.13
H  5.05  2.89  0.10  0.17

***

Record 3
Computed, not measured: 2 unconnected molecules or ions with the total composition C4H12O, with ωB97M-V with the def2-TZVPD basis set.

Output
LUMO energy (eV): 0.68
F_max (eV/Å): 1.53
HOMO (eV): -11.326
SMILES: CC(C)C.O
Energy above the lowest of the compared OMol25 structures with the same formula, charge and spin (eV): 0.0823

Each line ends with the natural charge from an NBO analysis.
Positions of all 17 atoms, in Å:
C  0.32  0.96  -0.07  -0.60
C  1.18  -0.20  0.41  -0.23
C  2.19  -0.63  -0.67  -0.61
C  1.88  0.07  1.71  -0.60
H  -0.29  1.34  0.75  0.20
H  0.92  1.77  -0.46  0.20
H  -0.40  0.62  -0.82  0.20
H  0.50  -1.04  0.57  0.19
H  3.12  -0.99  -0.23  0.21
H  2.45  0.24  -1.29  0.20
H  1.80  -1.42  -1.32  0.21
H  2.70  0.78  1.71  0.20
H  1.20  0.34  2.53  0.21
H  2.33  -0.88  2.05  0.21
H  -3.97  -0.56  -0.87  0.47
H  -4.74  0.61  -1.51  0.47
O  -4.85  -0.27  -1.14  -0.94

***

Record 4
Computed, not measured: a molecular structure, C18H43As2N6Y, with ωB97M-V with the def2-TZVPD basis set.

Output
LUMO energy (eV): -10.47
F_max (eV/Å): 3.76
HOMO (eV): -17.701
Charge: +4
Energy above the lowest of the compared OMol25 structures with the same formula, charge and spin (eV): 0.7009

Each line ends with the natural charge from an NBO analysis.
Positions of all 70 atoms, in Å:
Y  1.30  2.12  1.45  2.03
N  2.79  1.79  3.40  -0.94
C  3.06  3.17  3.88  -0.25
C  1.78  3.75  4.37  -0.23
N  0.85  3.93  3.16  -0.56
C  -0.56  4.04  3.60  -0.24
C  -1.51  3.29  2.66  -0.23
N  -0.99  1.86  2.46  -0.96
C  1.28  5.16  2.41  -0.27
C  0.74  5.36  1.02  -0.25
N  1.27  4.25  0.17  -0.95
H  2.50  1.18  4.14  0.41
H  3.69  1.37  3.12  0.43
H  3.58  3.64  3.07  0.21
H  3.78  3.19  4.73  0.26
H  1.99  4.71  4.82  0.25
H  1.35  3.06  5.11  0.23
H  -0.77  5.08  3.71  0.24
H  -0.52  3.40  4.54  0.23
H  -1.59  3.70  1.58  0.20
H  -2.49  3.42  3.01  0.26
H  -1.73  1.33  1.93  0.42
H  -1.09  1.25  3.29  0.42
H  2.36  5.23  2.30  0.22
H  1.01  6.04  3.00  0.25
H  1.18  6.28  0.62  0.25
H  -0.36  5.44  0.94  0.23
H  2.21  4.56  -0.04  0.41
H  0.74  4.35  -0.69  0.43
C  -0.11  -1.87  1.57  -0.96
As  0.68  -0.60  0.33  0.68
C  -0.29  -0.83  -1.47  -0.82
C  2.40  -1.48  -0.15  -0.33
C  2.31  -2.87  -0.58  -0.19
C  3.21  -3.54  -1.37  -0.17
C  4.19  -2.76  -1.83  -0.15
C  4.51  -1.52  -1.26  -0.19
C  3.60  -0.81  -0.42  -0.31
As  3.90  1.01  0.28  0.75
C  5.12  1.95  -0.82  -0.94
C  5.30  0.45  1.60  -0.91
H  -0.52  -2.68  0.88  0.26
H  -0.84  -1.66  2.36  0.26
H  0.70  -2.30  2.15  0.27
H  -0.12  -1.90  -1.62  0.25
H  0.09  -0.13  -2.27  0.26
H  -1.32  -0.67  -1.31  0.23
H  1.41  -3.41  -0.49  0.21
H  3.08  -4.61  -1.52  0.26
H  4.94  -3.26  -2.38  0.25
H  5.46  -1.01  -1.40  0.23
H  6.05  1.43  -0.96  0.27
H  5.36  2.93  -0.38  0.26
H  4.70  2.22  -1.77  0.26
H  6.01  -0.32  1.19  0.29
H  4.91  0.05  2.52  0.22
H  5.97  1.31  1.73  0.25
N  -9.58  -6.56  -5.74  -0.87
C  -8.71  -5.48  -6.05  -0.24
C  -7.66  -5.41  -4.90  -0.23
N  -7.04  -6.78  -4.86  -0.71
H  -9.97  -7.03  -6.59  0.41
H  -10.39  -6.21  -5.23  0.39
H  -7.92  -7.32  -4.95  0.47
H  -9.17  -4.51  -6.27  0.23
H  -8.20  -5.78  -6.92  0.20
H  -8.08  -5.28  -3.91  0.23
H  -6.93  -4.69  -5.23  0.23
H  -6.40  -6.94  -5.67  0.44
H  -6.54  -7.07  -4.01  0.44

***

Record 5
Computed, not measured: a molecular structure, C33H77N11O11, with ωB97M-V with the def2-TZVPD basis set.

Output
LUMO energy (eV): 0.24
F_max (eV/Å): 13.22
HOMO (eV): -7.734
Energy above the lowest of the compared OMol25 structures with the same formula, charge and spin (eV): 4.8868

Each line ends with the Löwdin charge.
Positions of all 132 atoms, in Å:
C  -3.24  -2.32  -2.01  -0.01
C  -2.86  -3.43  -2.94  -0.57
O  -1.92  -3.26  -3.70  0.04
N  -3.55  -4.58  -2.83  0.00
C  -3.25  -5.77  -3.60  -0.06
H  -3.81  -2.60  -1.11  0.07
H  -3.84  -1.55  -2.50  0.08
H  -2.35  -1.80  -1.65  0.07
H  -4.39  -4.57  -2.29  0.13
H  -2.61  -5.51  -4.44  0.09
H  -4.18  -6.22  -3.94  0.09
H  -2.71  -6.53  -3.04  0.06
C  -0.89  4.71  0.06  0.02
C  -0.27  5.78  -0.81  -0.39
O  0.38  5.43  -1.80  0.11
N  -0.44  7.06  -0.46  0.03
C  -0.05  8.26  -1.18  -0.04
H  -1.37  3.98  -0.57  0.07
H  -1.65  5.10  0.73  0.09
H  -0.05  4.24  0.58  0.05
H  -0.87  7.15  0.45  0.14
H  0.70  8.78  -0.59  0.09
H  -0.93  8.89  -1.26  0.09
H  0.34  7.98  -2.15  0.09
C  5.98  -0.57  0.49  0.00
C  4.86  -0.77  -0.50  -0.54
O  4.14  0.17  -0.83  0.02
N  4.67  -2.02  -0.96  0.02
C  3.67  -2.40  -1.94  -0.06
H  5.66  -0.55  1.53  0.09
H  6.37  0.43  0.28  0.09
H  6.79  -1.28  0.36  0.08
H  5.39  -2.71  -0.81  0.13
H  2.89  -1.66  -2.03  0.06
H  3.23  -3.38  -1.73  0.08
H  4.15  -2.40  -2.92  0.09
C  3.22  1.58  -3.64  0.00
C  3.84  1.03  -4.94  -0.55
O  5.03  0.83  -5.07  0.04
N  2.95  0.93  -5.95  -0.01
C  3.21  0.46  -7.28  -0.09
H  2.64  0.81  -3.15  0.07
H  2.77  2.57  -3.75  0.06
H  4.06  1.75  -2.97  0.06
H  1.99  1.12  -5.71  0.13
H  2.53  0.94  -7.98  0.08
H  3.16  -0.62  -7.42  0.08
H  4.22  0.72  -7.60  0.08
C  -0.46  3.32  6.96  -0.01
C  -0.86  3.57  5.50  -0.56
O  -1.92  4.11  5.23  0.05
N  0.01  3.12  4.59  0.01
C  -0.23  3.27  3.17  -0.09
H  -0.81  4.10  7.62  0.08
H  0.59  3.04  7.11  0.07
H  -0.97  2.43  7.34  0.08
H  0.89  2.74  4.87  0.13
H  0.64  2.81  2.68  0.08
H  -0.30  4.29  2.82  0.08
H  -1.09  2.72  2.79  0.08
C  -3.92  -1.81  2.07  0.00
C  -3.06  -1.24  3.17  -0.57
O  -3.23  -1.50  4.35  0.03
N  -2.06  -0.45  2.72  0.03
C  -0.91  -0.07  3.51  -0.06
H  -4.97  -1.56  2.19  0.09
H  -3.93  -2.90  2.23  0.08
H  -3.57  -1.59  1.07  0.05
H  -1.92  -0.44  1.72  0.07
H  -0.24  0.59  2.96  0.06
H  -0.30  -0.97  3.68  0.07
H  -1.11  0.39  4.47  0.09
C  0.45  -6.38  7.17  0.00
C  0.30  -4.97  6.61  -0.54
O  0.45  -3.95  7.25  0.05
N  0.21  -4.91  5.24  -0.01
C  0.16  -3.71  4.44  -0.09
H  0.79  -7.13  6.46  0.07
H  -0.50  -6.64  7.64  0.08
H  1.19  -6.25  7.97  0.08
H  -0.04  -5.76  4.77  0.12
H  -0.86  -3.31  4.34  0.08
H  0.47  -4.00  3.44  0.08
H  0.72  -2.86  4.81  0.08
C  0.46  1.68  -0.42  0.02
C  0.02  0.22  -0.26  -0.51
O  -1.16  -0.01  0.00  -0.01
N  0.98  -0.71  -0.29  0.05
C  0.67  -2.09  0.07  -0.05
H  1.54  1.81  -0.37  0.07
H  0.04  2.19  0.45  0.05
H  0.13  2.13  -1.35  0.09
H  1.86  -0.47  -0.73  0.08
H  0.24  -2.18  1.06  0.08
H  1.56  -2.71  0.01  0.07
H  -0.08  -2.40  -0.66  0.08
C  -2.06  -5.72  -0.07  0.01
C  -0.57  -6.09  -0.07  -0.52
O  0.24  -5.17  -0.03  0.03
N  -0.23  -7.38  -0.29  0.01
C  -1.15  -8.47  -0.57  -0.08
H  -2.20  -4.67  -0.33  0.06
H  -2.58  -5.77  0.88  0.09
H  -2.55  -6.33  -0.83  0.04
H  0.75  -7.59  -0.24  0.14
H  -0.56  -9.36  -0.80  0.09
H  -1.78  -8.28  -1.44  0.07
H  -1.70  -8.69  0.35  0.09
C  4.38  4.37  -1.12  -0.01
C  2.88  4.42  -0.97  -0.54
O  2.40  4.24  0.15  0.00
N  2.09  4.65  -2.04  0.00
C  2.64  5.46  -3.13  -0.08
H  4.91  5.32  -0.98  0.08
H  4.75  4.03  -2.10  0.06
H  4.83  3.71  -0.39  0.08
H  1.10  4.70  -1.86  -0.18
H  3.38  4.89  -3.70  0.07
H  3.08  6.41  -2.81  0.09
H  1.84  5.78  -3.80  0.08
C  -5.58  4.23  -2.63  0.00
C  -4.63  3.62  -1.63  -0.56
O  -4.14  4.26  -0.70  0.02
N  -4.22  2.36  -1.85  0.01
C  -3.34  1.73  -0.88  -0.06
H  -5.33  3.87  -3.63  0.08
H  -5.70  5.30  -2.55  0.08
H  -6.58  3.83  -2.40  0.08
H  -4.58  1.82  -2.61  0.13
H  -2.33  2.13  -0.99  0.06
H  -3.35  0.65  -0.99  0.06
H  -3.58  2.02  0.14  0.10

***

no.,E_tot (eV)
1,-169685.0532
2,-84393.2895
3,-6390.0387
4,-150989.7599
5,-74384.6609